Entry 1:
ORCA calculation (the ωB97M-V functional and the def2-TZVPD basis) on a cluster of 2 separate species, C4H14N2O in total.

```
21
Properties=species:S:1:pos:R:3:forces:R:3
C -0.178 2.042 1.742 -0.1 0.1 0.1
N -0.043 0.637 1.404 0.0 0.6 1.3
C -1.175 0.106 0.680 0.4 0.3 -0.2
C -1.231 -1.407 0.690 1.3 -0.4 -0.2
C 0.108 -2.067 0.320 0.3 0.6 0.9
N 0.631 -1.589 -0.944 -0.1 0.4 0.0
H -1.058 2.206 2.365 -0.2 -0.1 -0.1
H -0.239 2.710 0.878 -0.2 0.1 -0.2
H 0.653 2.399 2.338 0.4 -0.2 0.1
H 0.888 0.486 1.049 -0.3 -0.4 -0.6
H -1.200 0.487 -0.349 0.0 -0.2 -0.2
H -2.068 0.530 1.138 -0.1 -0.1 0.2
H -1.534 -1.861 1.631 -0.2 0.3 0.2
H -1.899 -1.724 -0.070 -1.2 -0.3 -0.7
H 0.828 -1.821 1.108 0.0 0.2 -0.1
H 0.011 -3.142 0.406 -0.2 -0.5 -0.3
H 1.612 -1.776 -1.082 -0.1 -0.2 0.0
H 0.087 -1.904 -1.730 0.1 -0.1 -0.2
O 2.165 2.217 -3.863 0.0 -0.3 0.2
H 2.278 1.409 -3.342 0.0 0.3 -0.1
H 1.364 2.061 -4.370 0.0 0.0 0.0
```
Forces are in eV/Å.

Calculated values
charge: 0
E_HOMO: -8.408 eV
SMILES string: CNCCCN.O


Entry 2:
ORCA calculation (the ωB97M-V functional and the def2-TZVPD basis) on a structure of composition C5H5N.

```
11
Properties=species:S:1:pos:R:3:forces:R:3
C 0.843 -0.974 1.894 -0.2 -0.3 1.9
C -0.056 0.285 1.577 -0.3 1.6 2.4
C -1.720 0.863 -3.047 0.7 3.2 1.6
C 1.324 -0.928 0.651 -1.3 0.4 1.3
C 0.432 0.291 0.348 -0.3 -0.6 0.5
N -1.730 -0.145 -3.549 -0.3 -2.4 -1.2
H 0.884 -1.513 2.907 0.4 0.4 -2.1
H -0.583 1.008 2.330 0.6 -1.5 -2.0
H -1.549 1.825 -2.560 -0.4 -0.8 -0.4
H 1.933 -1.463 0.008 1.3 -1.2 -0.8
H 0.222 0.752 -0.561 -0.2 1.2 -1.2
```
Forces are in eV/Å.

Calculated values
charge: 0
E_HOMO: -7.901 eV


Entry 3:
ORCA calculation (the ωB97M-V functional and the def2-TZVPD basis) on a cluster of 2 separate species, C3H8ClO2PS in total.

```
16
Properties=species:S:1:pos:R:3:forces:R:3
O -2.747 0.421 -1.789 0.2 -0.3 -0.1
P -2.942 0.582 -0.359 -0.7 0.7 1.1
S -3.232 2.226 0.630 0.3 -1.6 -0.6
Cl -3.240 -1.185 0.616 -0.1 1.0 -0.4
C 2.022 -0.905 0.174 -1.0 -1.4 -2.7
C 0.684 -0.303 0.557 2.6 0.4 0.0
C 0.609 1.045 -0.121 -1.5 2.1 1.4
O -0.372 -1.087 0.109 -0.7 -0.1 0.3
H 2.080 -1.958 0.439 0.0 -0.2 0.1
H 2.265 -0.818 -0.962 -0.6 0.0 1.8
H 2.743 -0.397 0.699 2.0 1.2 1.1
H 0.687 -0.288 1.647 -0.4 0.3 0.1
H -0.347 1.472 0.279 0.8 0.3 -0.4
H 0.384 0.846 -1.126 -0.2 -0.3 -1.7
H 1.392 1.861 -0.148 -0.5 -1.4 0.8
H 0.013 -1.513 -0.645 -0.3 -0.7 -0.9
```
Forces are in eV/Å.

Calculated values
charge: 0
E_HOMO: -10.071 eV
SMILES string: O=P(=S)Cl.CC(C)O


Entry 4:
ORCA calculation (the ωB97M-V functional and the def2-TZVPD basis) on a structure of composition C24H27N9O3Ti.

```
64
Properties=species:S:1:pos:R:3:forces:R:3
Ti -0.039 -0.080 0.141 -0.7 -2.4 -0.6
C 4.276 -2.308 -0.938 0.1 -0.1 -0.3
O 3.923 -1.879 0.357 0.1 0.8 0.5
C 4.043 -0.497 0.545 -0.1 -0.5 -0.2
C 5.258 0.125 0.787 -0.5 -0.2 -0.1
C 5.298 1.509 0.927 0.2 0.1 0.1
C 4.145 2.260 0.874 -0.4 0.0 0.0
C 2.891 1.654 0.670 0.8 -1.3 -0.1
C 1.684 2.391 0.598 -1.5 0.4 -0.4
N 0.528 1.854 0.240 1.5 0.9 0.3
N -0.514 2.715 0.133 -0.9 1.2 0.0
C -1.583 2.100 -0.315 1.2 -0.2 0.1
O -1.530 0.830 -0.572 -2.2 1.8 -1.0
C -2.804 2.865 -0.564 -0.6 0.3 -0.1
C -2.873 4.204 -0.173 0.1 -0.2 -0.1
C -3.996 4.954 -0.456 -0.2 0.1 0.0
C -5.069 4.380 -1.124 0.0 -0.1 0.1
C -5.023 3.042 -1.485 -0.2 0.1 0.0
C -3.904 2.282 -1.199 0.5 -0.1 0.1
C 2.848 0.240 0.478 0.4 0.7 0.2
O 1.713 -0.372 0.255 3.7 -0.4 0.2
H 5.359 -2.441 -1.040 -0.1 0.0 0.0
H 3.944 -1.586 -1.694 0.0 -0.1 0.0
H 3.782 -3.267 -1.103 0.1 0.0 0.0
H 6.156 -0.466 0.874 0.1 -0.1 -0.1
H 6.251 1.995 1.076 0.1 0.1 0.1
H 4.198 3.336 0.969 0.0 0.1 0.1
H 1.702 3.458 0.822 -0.1 -0.1 -0.1
H -2.024 4.628 0.341 0.0 0.1 0.0
H -4.041 5.992 -0.157 0.0 0.0 0.0
H -5.949 4.970 -1.340 0.0 0.0 0.0
H -5.868 2.595 -1.991 0.0 0.0 0.0
H -3.856 1.235 -1.471 0.0 0.0 0.0
N 0.314 -0.153 4.393 0.1 0.3 -0.7
C 0.728 0.410 3.247 0.0 0.0 0.6
N -0.002 -0.035 2.249 -0.5 -0.3 0.9
C -0.893 -0.919 2.842 0.6 0.3 1.1
N -0.714 -0.999 4.164 -0.4 -0.4 -0.4
C -1.822 -1.567 2.000 -0.5 -0.5 -0.3
C -2.890 -2.376 2.412 0.4 0.3 0.0
N -3.798 -2.836 1.593 -0.4 -0.3 0.3
C -3.666 -2.459 0.288 0.3 0.2 -0.4
C -2.610 -1.714 -0.162 -0.7 -0.3 -0.2
N -1.638 -1.277 0.652 -0.8 -0.3 0.9
H 0.656 -0.028 5.333 0.0 0.0 -0.2
H 1.537 1.111 3.170 0.1 0.1 0.0
H -2.980 -2.628 3.459 0.0 0.0 0.2
H -4.454 -2.785 -0.372 0.0 0.0 -0.2
H -2.514 -1.440 -1.208 -0.2 0.0 0.1
N 0.342 -0.374 -2.103 0.0 0.6 -0.3
C -0.050 -1.500 -2.955 0.1 -0.3 -0.4
C 0.712 -2.778 -2.605 -0.4 0.1 0.3
C 0.227 -3.450 -1.320 0.2 -0.2 -0.3
N 0.509 -2.622 -0.158 0.5 -0.2 0.2
H -0.175 0.459 -2.389 0.2 -0.1 -0.1
H 1.341 -0.177 -2.219 -0.4 -0.1 0.0
H 0.130 -1.272 -4.021 -0.1 0.0 0.3
H -1.124 -1.670 -2.831 0.1 0.1 0.0
H 1.772 -2.534 -2.505 0.1 -0.1 -0.1
H 0.608 -3.484 -3.432 0.0 0.0 0.0
H 0.709 -4.441 -1.250 -0.2 0.1 0.0
H -0.856 -3.606 -1.380 0.1 0.0 0.0
H 1.515 -2.497 -0.036 -0.2 -0.1 0.0
H 0.159 -3.077 0.681 0.0 0.1 0.0
```
Forces are in eV/Å.

Calculated values
charge: 0
E_HOMO (spin up / spin down): -5.006 / -7.814 eV
spin multiplicity: 3


Entry 5:
ORCA calculation (the ωB97M-V functional and the def2-TZVPD basis) on the molecule C10H14N2.

```
26
Properties=species:S:1:pos:R:3:forces:R:3
C -2.512 1.105 0.605 0.6 -2.7 0.7
C -2.555 -0.202 1.070 -0.5 -0.7 -0.2
C 1.529 -1.353 -0.605 -1.2 -0.1 1.4
C -1.802 -0.233 -1.162 0.8 1.4 0.1
C -1.738 1.168 -0.557 0.6 -2.6 0.7
C -1.789 -1.083 0.138 -0.6 1.0 -1.8
C 0.216 -0.022 0.705 0.8 1.3 -1.2
C 1.566 -0.040 0.093 1.5 0.9 -0.6
C 2.499 -0.079 1.325 3.0 4.6 -1.7
C 1.909 1.047 -1.002 0.8 0.8 0.9
N 0.454 -1.987 -0.375 -0.6 -0.6 -1.1
N -0.322 -1.228 0.437 -2.3 0.9 2.1
H -2.964 1.846 1.174 -0.6 1.7 0.5
H -3.213 -0.734 1.781 0.5 1.1 -0.1
H 2.195 -1.865 -1.210 1.8 -0.4 -1.0
H -2.693 -0.206 -1.742 -1.7 -0.7 0.2
H -1.142 -0.543 -1.981 0.9 0.2 0.7
H -1.625 2.002 -1.130 0.5 2.2 -1.4
H -2.314 -1.950 -0.130 0.0 -2.0 0.5
H 0.037 0.721 1.482 -0.8 -0.9 -0.1
H 2.341 0.805 2.087 0.3 -1.6 -1.7
H 3.624 -0.145 1.008 -1.9 0.5 0.5
H 2.337 -0.936 1.791 -0.9 -3.8 2.4
H 2.855 1.635 -0.682 -1.7 -0.8 -0.7
H 1.020 1.688 -1.128 0.6 0.0 0.2
H 2.087 0.587 -1.994 0.1 0.1 0.6
```
Forces are in eV/Å.

Calculated values
charge: 0
E_HOMO (spin up / spin down): -6.348 / -6.805 eV


Ordered ΔE to the lowest compared entry with this formula, charge and spin results: 1.3910; 5.3525; 1.6699; 1.2816; 5.6723; unit eV.
Ordered maximum force results: 1.4; 3.6; 3.2; 3.7; 5.7; unit eV/A.